[1]
The following is a quantum chemistry calculation of a molecular structure, C32H51CaN9OP, from the OMol25 dataset.

Element x y z (Å)
Ca1 1.256 -0.149 1.092
C1 4.530 1.028 -1.862
C2 3.259 0.560 -1.225
N1 2.708 1.175 -0.242
C3 3.253 2.364 0.400
C4 2.273 2.853 1.472
N2 2.010 1.796 2.462
C5 0.966 2.066 3.474
C6 -0.474 1.880 2.969
N3 -0.675 0.643 2.225
C7 -1.011 -0.619 2.915
C8 -0.545 -1.823 2.061
N4 -0.801 -1.537 0.637
C9 -0.361 -2.475 -0.396
C10 -1.250 -3.646 -0.713
C11 0.741 -2.189 -1.157
C12 1.225 -3.028 -2.258
C13 2.290 -2.664 -3.004
C14 3.023 -1.452 -2.738
C15 2.574 -0.708 -1.685
N5 1.496 -1.033 -0.946
H1 4.539 2.115 -1.955
H2 4.690 0.593 -2.843
H3 5.378 0.751 -1.230
H4 3.432 3.182 -0.307
H5 4.222 2.134 0.861
H6 1.323 3.104 0.993
H7 2.657 3.768 1.937
H8 2.874 1.585 2.948
H9 1.056 3.075 3.894
H10 1.152 1.366 4.292
H11 -0.724 2.697 2.288
H12 -1.141 1.979 3.833
H13 -1.377 0.719 1.481
H14 -2.090 -0.694 3.072
H15 -0.528 -0.651 3.896
H16 -0.986 -2.730 2.456
H17 0.539 -2.000 2.213
H18 -1.095 -4.501 -0.047
H19 -1.098 -4.014 -1.727
H20 -2.297 -3.352 -0.640
H21 0.730 -3.963 -2.475
H22 2.617 -3.307 -3.812
H23 3.895 -1.196 -3.318
C16 5.018 -2.223 2.951
C17 3.584 -1.880 3.203
C18 2.984 -2.279 4.515
O1 2.920 -1.307 2.355
H24 5.217 -3.259 3.230
H25 5.647 -1.601 3.594
H26 5.274 -2.053 1.909
H27 3.659 -2.041 5.338
H28 2.856 -3.365 4.515
H29 2.016 -1.809 4.663
C19 -3.220 -3.281 2.279
C20 -3.901 -2.162 1.508
C21 -5.293 -2.196 1.664
C22 -6.162 -1.261 1.150
C23 -5.600 -0.225 0.423
C24 -4.241 -0.150 0.207
C25 -3.748 0.993 -0.637
C26 -3.304 -1.122 0.723
N6 -2.007 -0.782 0.342
H30 -3.954 -4.060 2.481
H31 -2.871 -2.951 3.262
H32 -2.395 -3.759 1.762
H33 -5.702 -3.015 2.246
H34 -7.228 -1.334 1.311
H35 -6.233 0.546 -0.005
H36 -4.576 1.637 -0.936
H37 -3.267 0.597 -1.537
H38 -2.995 1.601 -0.119
C27 -2.079 1.466 -3.774
N7 -0.839 0.761 -3.230
C28 0.384 1.287 -3.971
N8 0.472 2.705 -3.848
C29 -0.747 3.328 -4.365
N9 -1.946 2.879 -3.664
C30 -1.986 3.342 -2.269
P1 -0.570 2.705 -1.250
C31 -0.679 0.938 -1.746
C32 0.763 3.146 -2.474
H39 -2.934 1.093 -3.209
H40 -2.157 1.170 -4.821
H41 -0.930 -0.243 -3.404
H42 0.260 1.003 -5.017
H43 1.251 0.781 -3.545
H44 -0.847 3.076 -5.423
H45 -0.661 4.409 -4.270
H46 -2.925 3.026 -1.813
H47 -1.971 4.433 -2.264
H48 -1.452 0.380 -1.205
H49 0.255 0.431 -1.492
H50 1.699 2.693 -2.146
H51 0.908 4.229 -2.486

As for the net charge: +1. The largest force on an atom is 0.50 eV/A. For the energy above the lowest of the compared OMol25 structures with the same formula, charge and spin, the calculation gives 1.366 eV. The molecular weight is 648.87 g/mol. Its LUMO energy is -2.2453 eV. The spin multiplicity is 1.

[2]
The following is a quantum chemistry calculation of 2 unconnected molecules or ions with the total composition C2BrCl3O at a distorted geometry, from the OMol25 dataset.

Element x y z (Å)
C1 -0.944 -0.040 -1.588
C2 -0.325 -0.989 1.577
O1 -0.729 -0.741 -2.513
Cl1 -1.094 -1.751 2.914
Cl2 0.991 -1.909 0.959
Cl3 0.009 0.662 1.892
Br1 -1.482 1.664 -1.315

As for the net charge: 0. The largest force on an atom is 3.96 eV/A. For the energy above the lowest of the compared OMol25 structures with the same formula, charge and spin, the calculation gives 2.793 eV. The molecular weight is 226.28 g/mol. Its LUMO energy (spin up / spin down) is -0.8875 / -1.2029 eV. The spin multiplicity is 1.

[3]
The following is a quantum chemistry calculation of a molecular structure, C6H19AgNO4 at a distorted geometry, from the OMol25 dataset.

Element x y z (Å)
Ag1 0.270 1.262 -0.734
O1 2.692 0.922 -1.129
H1 2.435 0.163 -0.571
O2 0.799 2.398 -2.745
H2 -0.120 2.150 -2.968
C1 1.690 2.660 3.351
C2 1.358 1.596 2.257
O3 0.223 2.014 1.489
H3 0.864 2.957 3.998
H4 2.258 3.544 3.064
H5 2.484 2.260 3.982
H6 1.087 0.686 2.791
H7 2.156 1.370 1.549
H8 -0.494 1.558 1.936
C3 -1.248 -2.868 0.468
C4 -0.674 -1.833 -0.510
C5 -1.898 -1.026 -1.080
O4 -1.551 -0.048 -2.079
C6 -1.047 -0.602 -3.268
N1 0.163 -0.911 0.269
H9 -0.504 -3.348 1.103
H10 -1.839 -3.647 -0.015
H11 -2.062 -2.476 1.078
H12 0.003 -2.282 -1.237
H13 -2.373 -0.482 -0.264
H14 -2.574 -1.788 -1.468
H15 -0.020 -0.962 -3.311
H16 -0.962 0.264 -3.924
H17 -1.747 -1.252 -3.793
H18 0.956 -1.438 0.608
H19 -0.324 -0.843 1.151

As for the net charge: -1. The largest force on an atom is 2.57 eV/A. For the energy above the lowest of the compared OMol25 structures with the same formula, charge and spin, the calculation gives 1.475 eV. The molecular weight is 277.09 g/mol. Its LUMO energy is 2.5086 eV. The spin multiplicity is 1.

Q: The lowest net charge belongs to which entry?
A: C6H19AgNO4